No. 1
Entry from OMol25: a cluster of 2 separate species, C3H9NO2Si in total in a non-equilibrium geometry (the ωB97M-V functional and the def2-TZVPD basis).

Multiplicity   1
Highest occupied orbital energy   -8.249 eV
Kohn-Sham gap   0.305 Ha
Largest force on an atom   2.95 eV/A

Element x y z (Å)
Si  -0.152202  -0.234907  0.316298
O  0.322498  -3.488244  0.458468
O  -0.011265  -2.880696  2.525251
N  -0.050509  -2.701584  1.313967
C  0.623891  -0.771003  -1.332272
C  0.883841  0.695417  1.642202
C  -2.000197  0.125869  0.376121
H  0.776820  -1.881397  -1.370967
H  0.414524  0.475152  2.582560
H  1.611624  -0.310657  -1.466373
H  -0.013564  -0.523056  -2.231446
H  -2.278552  0.765984  -0.495390
H  0.741107  1.796988  1.481896
H  -2.283502  0.457128  1.401149
H  1.925818  0.402577  1.555560
H  -2.426893  -0.816027  0.008344

Force components x, y, z for each atom (eV/Å):
Si 0.32 -1.62 0.89
O -0.21 -0.40 0.58
O -0.13 -0.42 -0.81
N 0.44 2.86 -0.59
C -0.50 -0.22 -0.47
C -1.04 0.40 -1.87
C 0.86 -0.21 -0.99
H -0.25 0.84 0.40
H 0.13 -0.34 0.62
H -0.24 -0.01 0.04
H 0.57 -0.07 1.03
H 0.21 0.32 1.07
H 0.33 -0.85 -0.02
H -0.24 -0.27 -1.08
H 0.03 0.10 0.35
H -0.28 -0.10 0.85

Here are the Mulliken charges for atoms 1 to 2, given in e: 0.6500, -0.4970

No. 2
Entry from OMol25: a cluster of 2 separate species, C3H9NO3 in total (the ωB97M-V functional and the def2-TZVPD basis).

Multiplicity   1
Structure (SMILES)   CNCC(=O)O.O
Highest occupied orbital energy   -9.160 eV
Kohn-Sham gap   0.354 Ha
Largest force on an atom   0.71 eV/A

Element x y z (Å)
O  1.318357  -0.736322  -1.568524
O  -0.087352  -0.130346  -3.183567
O  4.009510  2.210171  3.349605
N  -0.769358  -0.501623  0.354607
C  -0.745379  0.269338  -0.866758
C  0.277625  -0.244060  -1.864396
C  -2.005287  -1.260548  0.595903
H  4.402688  1.441623  2.916440
H  -1.977967  -2.242260  0.119283
H  -0.459638  1.308767  -0.675105
H  -1.706643  0.378868  -1.372271
H  0.034760  -1.112220  0.308275
H  -0.375347  0.777728  -3.380890
H  3.099538  1.907142  3.459389
H  -2.198852  -1.377008  1.660088
H  -2.816662  -0.689244  0.147918

Force components x, y, z for each atom (eV/Å):
O 0.16 -0.50 0.24
O 0.42 0.53 -0.14
O -0.24 -0.53 -0.16
N -0.16 -0.06 0.16
C 0.10 0.52 -0.41
C -0.49 0.32 -0.39
C 0.38 0.28 -0.50
H 0.24 0.23 0.02
H -0.15 -0.14 0.02
H 0.21 0.16 0.17
H -0.15 -0.46 0.19
H 0.07 -0.08 0.32
H -0.23 -0.46 0.15
H -0.02 0.30 0.12
H 0.06 0.01 0.02
H -0.21 -0.12 0.19

Here are the Mulliken charges for atoms 1 to 2, given in e: -0.5023, -0.4965

No. 3
Entry from OMol25: a cluster of 2 separate species, C3H9NO3 in total in a non-equilibrium geometry (the ωB97M-V functional and the def2-TZVPD basis).

Multiplicity   1
Structure (SMILES)   C[C@@H](N)C(=O)O.O
Highest occupied orbital energy   -10.275 eV
Kohn-Sham gap   0.398 Ha
Largest force on an atom   4.68 eV/A

Element x y z (Å)
O  1.349659  2.241102  -0.941102
O  -1.236507  1.016351  -0.039365
O  -2.152360  -1.169018  -0.322099
N  0.907949  0.128275  1.376131
C  -1.237028  -0.389142  -0.016114
C  1.145880  -1.429597  -0.471621
C  0.163726  -0.890465  0.485751
H  1.912496  -1.765730  0.168878
H  -0.112041  -1.712884  1.175782
H  2.045694  2.110990  -1.613320
H  0.353397  0.374089  2.150948
H  0.755499  -2.331920  -0.983376
H  1.776748  -0.390263  1.768219
H  1.684425  -0.672400  -1.069868
H  -0.523537  1.399489  -0.499730
H  1.629869  1.638433  -0.298012

Force components x, y, z for each atom (eV/Å):
O 0.11 1.03 -2.24
O -3.69 -2.80 0.66
O 2.72 3.24 1.22
N 1.93 -1.96 -1.71
C 0.33 -0.41 -1.05
C 0.18 -0.38 -1.15
C -1.10 0.55 2.89
H 1.18 -0.87 0.66
H -0.08 0.05 -0.56
H -0.67 0.42 0.08
H -0.84 0.41 1.06
H 0.30 0.86 -0.24
H -2.05 1.14 -0.83
H -0.86 -0.35 -0.34
H 2.15 0.62 -0.85
H 0.39 -1.55 2.38

Here are the Mulliken charges for atoms 1 to 2, given in e: -0.6698, -0.4442

No. 4
Entry from OMol25: the molecule C3H9NO3 in a non-equilibrium geometry (the ωB97M-V functional and the def2-TZVPD basis).

Multiplicity   1
Structure (SMILES)   CO[C@@](C)(O)NO
Highest occupied orbital energy   -10.023 eV
Kohn-Sham gap   0.397 Ha
Largest force on an atom   3.28 eV/A

Element x y z (Å)
O  -0.228650  -0.109899  1.491497
O  -2.601022  -0.274064  -0.168059
O  0.656217  0.976949  -0.472571
N  -1.464096  0.720967  -0.274489
C  -0.076193  -1.407847  -0.483115
C  -0.308044  -0.033907  0.120464
C  1.980607  0.935388  0.004657
H  -0.443558  0.760091  1.854685
H  0.824058  -1.836993  -0.053442
H  2.580009  0.254443  -0.609017
H  0.017865  -1.325517  -1.562341
H  2.053958  0.612227  1.048431
H  2.370336  1.950853  -0.071916
H  -2.988198  -0.097962  0.700770
H  -0.931782  -2.037511  -0.254740
H  -1.441505  0.912783  -1.270815

Force components x, y, z for each atom (eV/Å):
O 0.11 -0.10 -0.01
O 0.85 1.17 -0.23
O -0.68 -1.23 1.04
N -2.59 -1.89 0.72
C -0.30 0.36 0.25
C 1.90 1.80 -1.34
C 0.15 -0.21 -0.07
H -0.05 0.03 -0.14
H 0.08 -0.05 -0.02
H 0.14 0.08 0.05
H 0.07 0.06 -0.03
H -0.13 0.05 -0.07
H 0.11 -0.10 -0.04
H 0.19 0.22 -0.22
H 0.06 -0.09 0.06
H 0.09 -0.09 0.06

Here are the Mulliken charges for atoms 1 to 2, given in e: -0.5496, -0.4292